one.
153
Properties=species:S:1:pos:R:3 method="wB97M-V/def2-TZVPD" lumo_energy_ev=0.289 gap_ev=9.87 homo_energy_ev=-9.58 mol_weight_g_mol=767.22
C -36.95 22.56 -8.22
C -35.48 23.00 -7.92
O -34.60 22.44 -8.88
C -33.28 22.88 -8.76
C -32.34 22.04 -9.67
H -37.63 22.60 -7.36
H -37.43 23.21 -8.95
H -37.04 21.54 -8.57
H -35.43 24.09 -7.99
H -35.25 22.75 -6.88
H -33.24 23.97 -8.88
H -32.97 22.80 -7.72
H -31.35 22.48 -9.59
H -32.65 22.19 -10.71
H -32.45 20.96 -9.63
C -25.10 24.22 -10.05
C -25.54 23.24 -8.92
O -26.94 23.32 -8.63
C -27.36 22.30 -7.78
C -28.77 22.72 -7.34
H -25.77 24.01 -10.88
H -25.20 25.26 -9.72
H -24.11 23.95 -10.42
H -25.30 22.25 -9.30
H -25.02 23.39 -7.98
H -27.41 21.39 -8.38
H -26.80 22.00 -6.89
H -29.09 22.04 -6.56
H -29.57 22.55 -8.06
H -28.85 23.67 -6.80
C -34.71 22.70 -0.94
C -33.63 21.67 -1.27
O -33.26 21.55 -2.67
C -32.78 22.83 -3.20
C -32.39 22.50 -4.62
H -34.79 22.67 0.14
H -34.41 23.73 -1.13
H -35.69 22.44 -1.34
H -32.72 21.88 -0.70
H -33.83 20.63 -1.02
H -33.56 23.59 -3.23
H -31.95 23.19 -2.59
H -31.47 21.92 -4.74
H -32.25 23.45 -5.13
H -33.14 22.02 -5.25
C -26.74 26.38 -7.14
C -27.51 27.00 -5.92
C -28.41 25.95 -5.30
O -26.53 27.22 -4.93
H -26.35 25.41 -6.83
H -25.93 27.03 -7.47
H -27.37 26.10 -7.98
H -27.99 27.94 -6.18
H -29.18 25.61 -5.99
H -28.86 26.45 -4.44
H -27.96 25.05 -4.89
H -26.08 28.03 -5.20
C -25.18 23.66 -4.30
C -24.70 24.74 -3.28
C -23.47 24.31 -2.47
O -24.34 25.86 -3.93
H -24.78 22.68 -4.03
H -24.79 23.86 -5.30
H -26.26 23.52 -4.30
H -25.47 25.00 -2.55
H -23.33 24.94 -1.60
H -22.55 24.48 -3.04
H -23.47 23.25 -2.23
H -25.12 26.28 -4.28
C -21.05 24.36 -5.85
C -21.41 25.74 -6.34
C -22.39 25.72 -7.52
O -21.94 26.45 -5.21
H -20.42 24.50 -4.98
H -20.53 23.74 -6.58
H -21.90 23.77 -5.51
H -20.50 26.26 -6.64
H -22.67 26.73 -7.81
H -23.34 25.24 -7.26
H -21.82 25.29 -8.34
H -22.75 26.02 -4.95
C -30.24 25.39 -9.63
C -29.53 24.76 -10.85
C -28.40 25.60 -11.47
O -28.92 23.49 -10.43
H -30.62 26.39 -9.84
H -29.63 25.39 -8.72
H -31.18 24.92 -9.36
H -30.28 24.56 -11.62
H -27.60 25.80 -10.77
H -28.77 26.54 -11.89
H -27.88 25.11 -12.30
H -28.20 23.65 -9.82
C -22.30 27.16 -13.18
C -23.67 26.82 -12.45
C -24.53 28.01 -12.03
O -24.34 25.97 -13.38
H -21.67 26.36 -13.56
H -21.70 27.80 -12.53
H -22.49 27.82 -14.03
H -23.45 26.14 -11.62
H -24.68 28.63 -12.91
H -24.10 28.52 -11.17
H -25.46 27.55 -11.70
H -24.41 26.44 -14.21
C -24.99 20.25 -12.80
C -25.93 21.07 -13.64
C -26.56 22.24 -12.97
O -25.25 21.54 -14.83
H -25.47 19.69 -11.99
H -24.17 20.85 -12.40
H -24.44 19.53 -13.41
H -26.79 20.48 -13.94
H -27.55 22.49 -13.37
H -25.97 23.16 -13.01
H -26.66 22.01 -11.91
H -25.83 22.19 -15.22
C -22.75 19.07 -4.90
C -23.39 20.43 -4.97
O -24.65 20.35 -5.65
H -21.77 19.23 -4.44
H -22.54 18.71 -5.91
H -23.32 18.31 -4.38
H -22.75 21.21 -5.39
H -23.59 20.69 -3.93
H -24.39 20.33 -6.57
C -28.51 19.91 -10.50
C -28.56 18.43 -10.71
O -28.64 18.10 -12.10
H -28.68 20.20 -9.46
H -29.27 20.44 -11.07
H -27.55 20.35 -10.80
H -29.39 18.04 -10.12
H -27.67 18.02 -10.23
H -28.69 17.15 -12.22
C -29.18 20.06 -3.97
C -27.79 19.71 -4.62
O -26.86 20.54 -3.99
H -29.53 21.05 -4.25
H -29.16 19.90 -2.89
H -29.98 19.39 -4.29
H -27.76 19.89 -5.69
H -27.46 18.68 -4.48
H -26.01 20.40 -4.41
C -25.09 18.93 -8.95
C -23.56 19.28 -8.98
O -23.36 20.58 -8.57
H -25.66 19.42 -9.74
H -25.48 19.35 -8.02
H -25.25 17.85 -8.89
H -23.17 19.16 -9.99
H -23.08 18.60 -8.27
H -22.44 20.85 -8.53

two.
153
Properties=species:S:1:pos:R:3 method="wB97M-V/def2-TZVPD" lumo_energy_ev=0.319 gap_ev=9.53 homo_energy_ev=-9.21 mol_weight_g_mol=767.22
C -2.53 4.12 1.06
C -2.94 5.53 1.44
O -3.56 5.41 2.73
C -4.33 6.56 3.11
C -3.52 7.84 3.33
H -3.37 3.45 0.89
H -1.89 4.15 0.18
H -1.96 3.74 1.91
H -2.06 6.17 1.43
H -3.64 5.86 0.67
H -5.14 6.63 2.38
H -4.85 6.32 4.04
H -3.33 8.37 2.40
H -2.58 7.69 3.86
H -4.06 8.52 3.99
C 1.70 -2.40 -3.66
C 1.90 -1.93 -5.12
O 2.67 -2.94 -5.78
C 2.59 -2.97 -7.19
C 3.13 -1.69 -7.82
H 2.66 -2.76 -3.27
H 1.22 -1.61 -3.09
H 1.03 -3.26 -3.71
H 0.92 -1.76 -5.57
H 2.47 -1.00 -5.15
H 3.11 -3.85 -7.57
H 1.56 -3.15 -7.52
H 4.17 -1.53 -7.51
H 2.54 -0.82 -7.52
H 3.05 -1.74 -8.90
C 6.28 -6.38 -0.90
C 6.32 -4.95 -0.33
O 5.00 -4.57 0.03
C 4.92 -3.29 0.75
C 3.47 -3.07 1.16
H 7.22 -6.59 -1.40
H 6.11 -7.10 -0.10
H 5.47 -6.51 -1.62
H 7.06 -4.84 0.47
H 6.64 -4.26 -1.12
H 5.54 -3.49 1.63
H 5.36 -2.53 0.11
H 2.81 -3.18 0.30
H 3.24 -2.08 1.56
H 3.27 -3.82 1.93
C 3.84 0.19 -2.04
C 3.73 1.59 -1.49
C 4.48 2.64 -2.34
O 2.34 2.00 -1.53
H 3.41 0.11 -3.04
H 3.39 -0.61 -1.45
H 4.89 -0.10 -2.11
H 4.11 1.66 -0.46
H 5.55 2.47 -2.42
H 4.32 3.64 -1.94
H 4.12 2.49 -3.36
H 2.29 2.96 -1.42
C -2.71 -0.39 3.53
C -3.72 -0.63 2.40
C -4.97 -1.37 2.79
O -4.12 0.65 1.99
H -3.15 0.12 4.39
H -1.85 0.19 3.20
H -2.38 -1.31 4.02
H -3.24 -1.08 1.53
H -5.49 -0.91 3.63
H -4.74 -2.42 2.99
H -5.63 -1.35 1.92
H -4.30 1.15 2.80
C 0.13 -0.10 6.40
C 0.33 -1.39 5.62
C 1.15 -1.17 4.37
O 1.06 -2.33 6.38
H -0.58 0.59 5.95
H 1.09 0.41 6.53
H -0.23 -0.32 7.41
H -0.63 -1.75 5.26
H 0.82 -0.36 3.72
H 1.12 -2.08 3.77
H 2.22 -1.01 4.55
H 1.79 -1.82 6.74
C 2.99 3.01 2.14
C 3.42 1.91 3.13
C 3.90 0.63 2.42
O 4.45 2.42 3.97
H 3.83 3.41 1.57
H 2.52 3.85 2.64
H 2.24 2.62 1.45
H 2.59 1.66 3.78
H 4.86 0.77 1.91
H 3.15 0.30 1.70
H 4.03 -0.18 3.13
H 5.24 2.53 3.43
C -1.32 -3.75 1.64
C -2.02 -5.12 1.55
C -3.42 -5.06 2.12
O -2.01 -5.43 0.17
H -1.85 -2.99 1.06
H -0.32 -3.76 1.20
H -1.25 -3.39 2.67
H -1.45 -5.87 2.11
H -3.45 -4.70 3.15
H -3.86 -6.06 2.05
H -4.07 -4.48 1.46
H -2.00 -6.39 0.08
C 0.64 -0.52 0.56
C -0.38 -0.09 -0.49
C -1.12 1.19 -0.12
O 0.32 0.19 -1.71
H 1.21 0.38 0.79
H 1.29 -1.32 0.19
H 0.17 -0.92 1.46
H -1.09 -0.90 -0.66
H -0.37 1.89 0.26
H -1.73 1.00 0.77
H -1.72 1.63 -0.92
H 1.12 0.73 -1.60
C 1.46 6.14 0.87
C 0.98 5.21 -0.27
O 2.09 4.75 -1.04
H 0.63 6.51 1.47
H 2.00 6.99 0.44
H 2.15 5.61 1.52
H 0.27 5.72 -0.92
H 0.43 4.39 0.17
H 2.60 5.52 -1.32
C -2.97 -2.83 -2.26
C -4.24 -3.06 -1.49
O -4.49 -4.44 -1.24
H -2.09 -3.19 -1.72
H -2.84 -1.76 -2.43
H -2.94 -3.36 -3.21
H -5.07 -2.62 -2.06
H -4.24 -2.48 -0.56
H -3.75 -4.73 -0.69
C -5.55 0.44 -3.06
C -5.23 1.19 -1.79
O -4.52 0.28 -0.99
H -4.63 -0.03 -3.41
H -5.83 1.13 -3.85
H -6.29 -0.32 -2.85
H -6.12 1.55 -1.28
H -4.60 2.06 -2.01
H -4.44 0.49 -0.05
C -2.69 1.61 -5.23
C -1.94 1.26 -3.93
O -1.54 -0.10 -3.96
H -3.56 1.01 -5.48
H -1.99 1.47 -6.06
H -3.04 2.64 -5.19
H -2.59 1.41 -3.06
H -1.05 1.89 -3.78
H -0.97 -0.16 -3.18

Most stable = two

one.
6
Properties=species:S:1:pos:R:3 method="wB97M-V/def2-TZVPD" lumo_energy_ev=-1.672 gap_ev=8.78 homo_energy_ev=-10.45 mol_weight_g_mol=91.09
C 1.19 0.03 -0.43
N 1.11 -0.32 -1.53
O -1.40 0.33 0.16
O -0.73 -0.19 1.21
S 1.10 0.42 1.19
H -1.28 -0.28 -0.61

two.
6
Properties=species:S:1:pos:R:3 method="wB97M-V/def2-TZVPD" lumo_energy_ev="-1.308 / -0.559" gap_ev="7.46 / 8.16" homo_energy_ev="-8.77 / -8.72" mol_weight_g_mol=91.09
C 0.16 -0.57 -0.59
N -0.95 -0.44 -0.01
O -1.29 0.48 0.71
O 0.32 1.47 0.79
S 1.33 0.46 0.32
H 0.44 -1.39 -1.21

Most stable = one

one.
20
Properties=species:S:1:pos:R:3 method="wB97M-V/def2-TZVPD" lumo_energy_ev=-0.315 gap_ev=7.68 homo_energy_ev=-7.99 mol_weight_g_mol=141.24
C 0.51 1.60 -0.30
C -0.45 0.65 -0.40
C 0.00 -0.67 -0.19
C 1.86 -0.93 -0.51
C 2.22 -1.97 0.49
C -2.58 0.82 0.97
C -1.93 1.04 -0.39
N 2.09 -0.50 -1.67
S -0.84 -1.97 0.18
H 0.24 2.71 -0.21
H 1.65 1.42 -0.34
H 1.45 -2.63 0.60
H 3.12 -2.51 0.02
H 2.35 -1.43 1.53
H -2.64 -0.21 1.32
H -2.07 1.31 1.72
H -3.48 1.49 0.89
H -1.90 2.02 -0.70
H -2.61 0.52 -1.03
H 2.99 -0.77 -1.97

two.
20
Properties=species:S:1:pos:R:3 method="wB97M-V/def2-TZVPD" lumo_energy_ev="0.656 / 0.656" gap_ev="7.03 / 7.03" homo_energy_ev="-6.37 / -6.38" mol_weight_g_mol=141.24
C -0.48 -0.77 0.04
C 0.74 0.23 0.03
C -1.74 -0.15 0.03
C -3.03 -0.63 0.10
C -0.30 -2.26 0.08
C 2.09 -0.36 0.23
C 1.06 2.65 -0.46
N 0.29 1.52 -0.08
S -1.44 1.59 -0.01
H -3.77 0.10 0.29
H -3.25 -1.61 0.34
H -0.86 -2.81 0.87
H 0.75 -2.39 0.07
H -0.81 -2.73 -0.68
H 2.09 -1.13 -0.50
H 2.12 -0.76 1.19
H 2.83 0.39 0.12
H 2.11 2.75 -0.33
H 0.84 2.86 -1.50
H 0.74 3.52 0.16

Most stable = two

one.
25
Properties=species:S:1:pos:R:3 method="wB97M-V/def2-TZVPD" lumo_energy_ev=0.830 gap_ev=7.58 homo_energy_ev=-6.75 mol_weight_g_mol=132.21
C -0.40 -0.96 -1.49
C 0.58 -2.19 0.39
C 1.76 -0.31 -0.57
N 0.43 -0.83 -0.20
O -1.73 -1.11 -1.21
H -1.94 -0.19 -0.79
H -0.20 -0.04 -2.04
H -0.03 -1.84 -2.04
H 1.04 -2.08 1.37
H 1.20 -2.83 -0.25
H -0.41 -2.62 0.48
H 2.41 -0.32 0.31
H 1.66 0.71 -0.93
H 2.22 -0.92 -1.35
C -0.99 2.36 -0.34
N -1.51 1.10 0.14
C -0.38 0.19 1.10
C 0.51 0.80 1.92
H -2.27 1.26 0.80
H -1.09 -0.49 1.56
H -0.49 2.94 0.46
H -0.25 2.19 -1.12
H -1.78 2.99 -0.76
H 1.29 1.45 1.55
H 0.37 0.74 2.99

two.
25
Properties=species:S:1:pos:R:3 method="wB97M-V/def2-TZVPD" lumo_energy_ev=0.740 gap_ev=9.99 homo_energy_ev=-9.25 mol_weight_g_mol=132.21
C -1.42 0.16 0.14
C -1.53 -1.16 -0.63
C -2.77 0.90 0.13
N -1.06 -0.12 1.53
C -0.39 1.08 -0.54
O 0.16 2.01 0.10
H -0.90 0.76 2.02
H -0.20 -0.65 1.57
H -0.59 1.22 -1.62
H -2.69 1.83 0.69
H -1.80 -0.98 -1.67
H -0.59 -1.70 -0.61
H -2.30 -1.79 -0.17
H -3.08 1.13 -0.89
H -3.52 0.27 0.60
C 2.23 -0.04 -0.53
C 2.47 -1.44 0.00
N 2.54 0.99 0.36
H 1.97 1.85 0.09
H 2.15 0.81 1.29
H 2.70 0.13 -1.50
H 0.98 0.11 -0.76
H 2.19 -2.19 -0.74
H 3.53 -1.57 0.23
H 1.91 -1.62 0.91

Most stable = two

one.
25
Properties=species:S:1:pos:R:3 method="wB97M-V/def2-TZVPD" lumo_energy_ev=0.923 gap_ev=8.41 homo_energy_ev=-7.49 mol_weight_g_mol=132.21
C -0.26 -0.52 -0.74
C 1.41 0.48 -0.40
C -0.80 0.44 0.20
C -2.55 -0.86 1.66
C 1.47 1.91 -0.87
C 2.06 0.25 0.95
N -0.64 -0.36 -2.08
N -0.01 -1.82 -0.34
O -2.42 -0.12 0.49
H 1.89 -0.16 -1.13
H 0.04 -2.52 -1.06
H -0.55 -2.17 0.44
H -1.21 0.44 -2.29
H -0.29 -1.04 -2.74
H -1.10 1.38 -0.25
H -0.46 0.51 1.22
H -1.97 -0.45 2.51
H -3.60 -0.92 1.97
H -2.19 -1.90 1.54
H 0.98 2.03 -1.84
H 3.14 0.42 0.91
H 1.01 2.60 -0.16
H 2.51 2.23 -1.00
H 1.89 -0.78 1.30
H 1.65 0.92 1.71

two.
25
Properties=species:S:1:pos:R:3 method="wB97M-V/def2-TZVPD" lumo_energy_ev="0.926 / 0.926" gap_ev="7.79 / 7.79" homo_energy_ev="-6.86 / -6.86" mol_weight_g_mol=132.21
C 1.29 0.47 -0.74
C -0.95 0.86 -1.82
C -1.75 1.79 -1.21
N 1.56 -0.88 -1.22
H 0.88 -1.16 -1.92
H 2.49 -0.97 -1.64
H 1.42 1.28 -1.47
H 2.05 0.74 -0.01
H -0.29 1.15 -2.62
H -1.15 -0.20 -1.74
H -0.94 1.81 0.37
H -2.63 1.49 -0.65
H -1.71 2.83 -1.50
C -0.66 -2.09 0.87
C 1.14 -0.09 2.02
N -0.93 -0.66 0.85
C 0.03 0.30 1.08
O -0.43 1.54 1.23
H -1.87 -0.33 0.71
H -0.48 -2.45 1.89
H -1.53 -2.61 0.48
H 0.21 -2.31 0.26
H 1.78 0.78 2.19
H 0.72 -0.40 2.98
H 1.74 -0.90 1.60

Most stable = one

one.
17
Properties=species:S:1:pos:R:3 method="wB97M-V/def2-TZVPD" lumo_energy_ev=-0.976 gap_ev=8.12 homo_energy_ev=-9.10 mol_weight_g_mol=107.95
B -2.16 0.13 0.42
C -1.76 -1.14 -0.27
C 0.46 -0.75 -0.06
C 0.09 0.67 -0.20
C 1.69 -1.14 0.75
C 1.23 1.62 -0.81
N -0.54 -1.56 -0.32
N -1.05 1.04 0.10
H -3.13 0.36 -0.25
H -2.35 0.32 1.69
H -2.52 -1.55 -0.98
H 1.81 -2.22 0.64
H 2.50 -0.62 0.47
H 1.41 -0.90 1.79
H 0.81 1.99 -1.73
H 1.24 2.53 -0.16
H 2.26 1.21 -1.09

two.
17
Properties=species:S:1:pos:R:3 method="wB97M-V/def2-TZVPD" lumo_energy_ev=0.487 gap_ev=9.72 homo_energy_ev=-9.23 mol_weight_g_mol=107.95
B -0.62 0.24 0.56
C 1.37 -1.26 -0.31
C 1.61 -0.46 -2.38
C 0.60 -0.12 -0.29
C -0.79 -0.65 1.95
C -1.45 1.57 0.48
N 1.96 -1.42 -1.52
N 0.78 0.36 -1.72
H 1.34 -2.02 0.52
H 2.07 -0.34 -3.36
H 0.19 -0.94 2.32
H -1.22 -1.62 1.58
H -1.49 -0.02 2.53
H -0.61 2.18 0.50
H -2.02 1.71 1.39
H -2.08 1.57 -0.33
H 0.34 1.22 -1.94

Most stable = two